(1)
C31H84F3N6O9S | ωB97M-V/def2-TZVPD

Calculated values
largest force on an atom: 2.82 eV/Å
total energy: -2933.0786 Ha
frontier orbital gap: 10.098 eV
HOMO: -19.858 eV
LUMO energy: -9.76 eV

ORCA input file:
```
! wB97M-V def2-TZVPD RIJCOSX def2/J DEFGRID3
* xyz 5 1
C -3.988 -14.196 6.429
N -4.257 -14.575 7.892
C -4.555 -16.056 7.937
C -3.033 -14.183 8.749
C -5.583 -13.709 8.239
C -6.366 -14.047 9.503
O -5.577 -14.329 10.639
H -4.830 -14.364 5.758
H -3.085 -14.736 6.143
H -3.836 -13.119 6.370
H -5.405 -16.198 7.270
H -4.750 -16.491 8.917
H -3.680 -16.621 7.617
H -2.918 -13.099 8.749
H -2.108 -14.588 8.339
H -3.165 -14.589 9.752
H -6.185 -13.821 7.338
H -5.180 -12.696 8.270
H -7.064 -14.826 9.195
H -6.960 -13.150 9.683
H -5.712 -15.245 10.894
C -13.038 -17.413 9.184
N -12.447 -17.134 7.812
C -13.524 -17.462 6.705
C -12.219 -15.628 7.727
C -11.119 -17.886 7.494
C -9.892 -17.800 8.345
O -10.045 -18.613 9.437
H -12.390 -17.190 10.032
H -13.395 -18.439 9.268
H -13.899 -16.760 9.327
H -13.890 -18.481 6.831
H -12.954 -17.343 5.783
H -14.383 -16.793 6.714
H -13.058 -15.099 8.178
H -11.898 -15.295 6.741
H -11.347 -15.413 8.345
H -10.814 -17.563 6.499
H -11.413 -18.935 7.457
H -9.604 -16.780 8.597
H -9.130 -18.253 7.711
H -9.215 -18.628 9.920
C -11.567 -14.537 0.983
N -12.407 -15.719 1.549
C -11.484 -16.899 1.660
C -12.850 -15.387 3.017
C -13.630 -16.104 0.575
C -14.611 -14.943 0.176
O -15.163 -14.211 1.194
H -12.070 -13.572 0.920
H -11.209 -14.793 -0.014
H -10.609 -14.434 1.494
H -11.106 -17.187 0.679
H -12.051 -17.770 1.989
H -10.609 -16.635 2.253
H -13.497 -14.517 2.901
H -11.952 -15.199 3.606
H -13.420 -16.255 3.347
H -14.109 -16.881 1.171
H -13.179 -16.512 -0.330
H -15.293 -15.543 -0.427
H -14.175 -14.295 -0.584
H -16.098 -14.151 0.988
C -7.019 -11.201 0.519
N -5.509 -10.964 0.845
C -4.923 -12.334 1.058
C -4.843 -10.328 -0.369
C -5.505 -10.163 2.131
C -4.114 -10.009 2.753
O -3.746 -11.271 3.390
H -7.422 -10.231 0.226
H -7.513 -11.763 1.310
H -6.913 -11.800 -0.386
H -5.447 -12.835 1.871
H -3.848 -12.343 1.238
H -5.053 -12.964 0.178
H -3.758 -10.332 -0.263
H -5.162 -9.286 -0.407
H -5.166 -10.845 -1.273
H -6.217 -10.650 2.797
H -5.870 -9.156 1.924
H -3.992 -9.117 3.369
H -3.455 -9.753 1.924
H -4.236 -11.402 4.205
C -9.457 -9.924 6.564
N -10.753 -10.637 6.299
C -11.886 -9.692 6.770
C -11.087 -10.882 4.838
C -10.805 -12.030 6.970
C -10.831 -12.036 8.492
O -9.539 -12.049 9.082
H -8.599 -10.429 6.119
H -9.247 -10.011 7.630
H -9.536 -8.875 6.279
H -12.761 -10.342 6.772
H -11.933 -8.834 6.100
H -11.747 -9.375 7.803
H -10.989 -9.923 4.330
H -12.044 -11.375 4.664
H -10.264 -11.451 4.407
H -9.963 -12.546 6.509
H -11.637 -12.558 6.505
H -11.532 -12.788 8.855
H -11.349 -11.210 8.980
H -9.659 -11.880 10.020
C -5.751 -20.052 2.172
N -6.439 -19.252 3.266
C -5.824 -17.866 3.249
C -7.972 -19.122 2.904
C -6.204 -19.818 4.658
C -6.667 -21.262 4.810
O -5.864 -22.239 4.178
H -6.358 -20.957 2.154
H -4.684 -20.139 2.381
H -6.066 -19.613 1.226
H -5.988 -17.424 2.267
H -4.736 -17.896 3.295
H -6.267 -17.217 4.004
H -8.500 -20.075 2.926
H -8.075 -18.618 1.943
H -8.416 -18.380 3.568
H -6.864 -19.226 5.293
H -5.176 -19.573 4.923
H -7.720 -21.474 4.624
H -6.649 -21.533 5.865
H -5.858 -23.031 4.722
C -8.002 -13.522 4.208
F -6.633 -13.620 3.992
F -8.244 -12.499 5.020
F -8.629 -13.264 3.027
S -8.543 -15.241 4.953
O -7.676 -15.564 6.094
O -9.945 -15.045 5.346
O -8.409 -16.174 3.849
*
```

(2)
C35H37BrN2O6RuSSi | ωB97M-V/def2-TZVPD

Calculated values
largest force on an atom: 1.20 eV/Å
total energy: -5273.5676 Ha
energy above the lowest of the compared OMol25 structures with the same formula, charge and spin: 48.82 kJ/mol
frontier orbital gap (alpha / beta): 7.453 / 7.450 eV
HOMO (alpha / beta): -5.205 / -5.200 eV
expectation value of S²: 0.756
LUMO energy (alpha / beta): 2.25 / 2.25 eV

ORCA input file:
```
! wB97M-V def2-TZVPD RIJCOSX def2/J DEFGRID3
* xyz -1 2
Ru 0.169 1.286 -0.746
C 3.782 6.559 0.439
C 2.509 5.782 0.634
C 1.368 6.108 -0.090
C 0.226 5.332 -0.005
C 0.215 4.229 0.832
C 1.324 3.909 1.599
C 2.465 4.687 1.491
S -1.220 3.198 0.833
O -2.104 3.548 1.916
O -1.775 3.284 -0.522
N -0.548 1.756 1.096
C -1.472 0.713 1.574
C -1.874 -0.249 0.473
O -2.695 -1.123 0.674
O -1.239 -0.093 -0.663
H 3.579 7.616 0.267
H 4.317 6.175 -0.433
H 4.440 6.469 1.304
H 1.392 6.951 -0.771
H -0.635 5.538 -0.625
H 1.309 3.040 2.242
H 3.348 4.421 2.062
H -2.372 1.138 2.015
H -0.978 0.116 2.346
C 1.987 0.427 -0.553
Si 2.507 -1.194 0.210
C 1.639 -2.713 -0.483
N 0.212 -2.654 -0.179
C -0.677 -3.036 -1.262
C -0.700 -4.551 -1.512
C -0.636 -5.301 -0.169
C -1.133 -4.407 0.963
C -0.185 -3.213 1.119
C 4.335 -1.363 -0.235
C 4.685 -1.586 -1.572
C 6.011 -1.682 -1.967
C 7.025 -1.555 -1.028
C 6.703 -1.328 0.303
C 5.372 -1.232 0.691
C 2.323 -1.160 2.080
C 2.855 -2.160 2.900
C 2.657 -2.148 4.273
C 1.917 -1.127 4.858
C 1.387 -0.122 4.064
C 1.593 -0.136 2.689
H 2.409 0.440 -1.561
H 2.574 1.168 0.015
H 2.119 -3.649 -0.143
H 1.781 -2.685 -1.570
H -0.382 -2.494 -2.163
H -1.674 -2.677 -1.006
H 0.138 -4.853 -2.147
H -1.615 -4.808 -2.054
H 0.401 -5.580 0.045
H -1.206 -6.232 -0.217
H -1.176 -4.954 1.909
H -2.146 -4.052 0.755
H 0.716 -3.552 1.639
H -0.652 -2.453 1.755
H 3.907 -1.677 -2.325
H 6.253 -1.851 -3.010
H 8.062 -1.627 -1.333
H 7.490 -1.221 1.040
H 5.137 -1.046 1.733
H 3.427 -2.969 2.456
H 3.074 -2.937 4.888
H 1.756 -1.118 5.929
H 0.807 0.677 4.511
H 1.162 0.657 2.089
Br 2.017 -2.317 -5.858
C 1.978 -0.688 -4.881
C 3.115 0.105 -4.839
C 3.088 1.281 -4.105
C 1.948 1.656 -3.408
C 0.815 0.857 -3.493
C 0.816 -0.322 -4.225
C 2.001 2.876 -2.492
O 2.908 3.676 -2.644
O 1.109 2.926 -1.559
H 4.010 -0.203 -5.361
H 3.960 1.918 -4.033
H -0.114 1.156 -3.003
H -0.068 -0.942 -4.275
*
```

(3)
C4H10N2OS | ωB97M-V/def2-TZVPD

Calculated values
largest force on an atom: 1.61 eV/Å
total energy: -741.3112 Ha
SMILES: CC/N=C(/CO)NS
energy above the lowest of the compared OMol25 structures with the same formula, charge and spin: 175.32 kJ/mol
frontier orbital gap: 9.642 eV
HOMO: -9.115 eV
LUMO energy: 0.53 eV

ORCA input file:
```
! wB97M-V def2-TZVPD RIJCOSX def2/J DEFGRID3
* xyz 0 1
C -0.400 2.250 1.764
C -0.805 1.136 0.831
N 0.365 0.373 0.434
C 0.390 -0.441 -0.527
C 1.753 -0.956 -0.960
O 1.721 -2.268 -1.528
N -0.612 -0.915 -1.374
S -2.279 -1.006 -1.074
H 0.106 1.842 2.655
H -1.289 2.844 2.054
H 0.298 2.926 1.268
H -1.538 0.482 1.349
H -1.336 1.523 -0.054
H 2.157 -0.326 -1.776
H 2.466 -0.902 -0.067
H 1.571 -2.919 -0.814
H -0.255 -1.635 -2.014
H -2.314 -2.008 -0.167
*
```

(4)
C26H34As2Cl2MgN3Se | ωB97M-V/def2-TZVPD

Calculated values
largest force on an atom: 0.94 eV/Å
total energy: -9168.6209 Ha
energy above the lowest of the compared OMol25 structures with the same formula, charge and spin: 15.81 kJ/mol
frontier orbital gap: 6.316 eV
HOMO: -10.351 eV
LUMO energy: -4.03 eV

ORCA input file:
```
! wB97M-V def2-TZVPD RIJCOSX def2/J DEFGRID3
* xyz 1 1
Mg 0.198 -0.188 -0.371
C 0.586 0.331 4.008
As 0.540 -0.936 2.501
C 1.754 -2.262 3.314
C -1.158 -1.858 2.832
C -1.783 -1.782 4.071
C -2.998 -2.403 4.307
C -3.605 -3.125 3.295
C -2.986 -3.223 2.060
C -1.770 -2.597 1.811
As -0.929 -2.711 0.049
C -2.385 -3.462 -1.041
C 0.089 -4.386 0.299
H 0.604 -0.180 4.971
H -0.269 1.006 3.963
H 1.499 0.926 3.927
H 1.336 -2.633 4.252
H 2.711 -1.778 3.517
H 1.925 -3.103 2.644
H -1.319 -1.225 4.876
H -3.469 -2.321 5.276
H -4.557 -3.609 3.466
H -3.468 -3.803 1.280
H -2.620 -4.488 -0.748
H -2.067 -3.465 -2.085
H -3.281 -2.842 -0.961
H -0.484 -5.099 0.896
H 1.040 -4.183 0.793
H 0.293 -4.819 -0.683
Cl 5.221 -0.393 1.475
C 4.570 -0.548 -0.163
Cl 2.803 -0.736 -0.105
H 4.993 -1.435 -0.632
H 4.795 0.361 -0.720
C 1.465 3.486 -4.120
N 1.014 3.090 -2.801
C 2.083 2.489 -2.037
C -0.221 2.316 -2.796
C -0.083 0.895 -3.306
C -0.122 0.673 -4.683
C 0.073 -0.592 -5.206
C 0.306 -1.655 -4.351
C 0.329 -1.432 -2.984
C 0.138 -0.170 -2.430
H 2.266 4.214 -4.002
H 0.644 3.963 -4.650
H 1.846 2.648 -4.721
H 2.899 3.207 -1.988
H 2.466 1.552 -2.481
H 1.727 2.284 -1.022
H -0.948 2.870 -3.400
H -0.583 2.308 -1.756
H -0.307 1.498 -5.354
H 0.047 -0.748 -6.273
H 0.468 -2.647 -4.745
H 0.523 -2.283 -2.324
Se -2.858 1.075 -0.021
N -1.202 1.102 0.572
C -0.890 2.348 0.947
C 0.366 2.783 1.404
C 0.515 4.102 1.730
C -0.560 5.015 1.625
C -1.789 4.633 1.167
C -1.974 3.284 0.802
N -3.088 2.761 0.294
H 1.183 2.074 1.478
H 1.470 4.467 2.079
H -0.393 6.042 1.912
H -2.617 5.316 1.070
*
```

(5)
C4H9NO2 | ωB97M-V/def2-TZVPD

Calculated values
largest force on an atom: 0.48 eV/Å
total energy: -362.9337 Ha
energy above the lowest of the compared OMol25 structures with the same formula, charge and spin: 398.75 kJ/mol
frontier orbital gap: 8.675 eV
HOMO: -8.891 eV
LUMO energy: -0.22 eV

ORCA input file:
```
! wB97M-V def2-TZVPD RIJCOSX def2/J DEFGRID3
* xyz 0 1
C -1.103 1.471 -0.137
C -0.632 0.149 0.357
C -1.259 -1.119 -0.002
O -0.539 -2.195 0.172
N 1.267 -0.535 -0.508
C 2.282 -0.005 0.252
O 2.294 -0.015 1.465
H -0.243 2.017 -0.537
H -1.505 2.079 0.680
H -1.853 1.365 -0.927
H -0.040 0.122 1.272
H -2.023 -0.836 0.851
H -1.881 -1.032 -0.921
H 0.735 -1.444 -0.170
H 1.416 -0.506 -1.510
H 3.084 0.483 -0.337
*
```

(6)
C4H10N4S | ωB97M-V/def2-TZVPD

Calculated values
largest force on an atom: 3.99 eV/Å
total energy: -775.4828 Ha
SMILES: CCN1NN=N[C@H]1CS
energy above the lowest of the compared OMol25 structures with the same formula, charge and spin: 248.94 kJ/mol
frontier orbital gap: 9.646 eV
HOMO: -8.782 eV
LUMO energy: 0.86 eV

ORCA input file:
```
! wB97M-V def2-TZVPD RIJCOSX def2/J DEFGRID3
* xyz 0 1
C 1.733 -0.647 -0.526
C 0.306 -0.678 -1.231
N -0.471 0.100 -0.321
N -1.013 -0.856 0.696
N -2.271 -0.659 0.938
N -2.847 0.053 0.131
C -1.893 0.756 -0.794
C -1.748 2.225 -0.578
S -1.252 2.602 1.224
H 1.726 -1.025 0.571
H 2.571 -1.185 -1.108
H 1.990 0.428 -0.432
H 0.574 -0.117 -2.104
H -0.042 -1.630 -1.484
H -0.521 -1.195 1.490
H -2.188 0.515 -1.826
H -2.804 2.569 -0.546
H -1.189 2.857 -1.303
H -2.084 3.673 1.332
*
```

(7)
C3H4S | ωB97M-V/def2-TZVPD

Calculated values
largest force on an atom: 5.84 eV/Å
total energy: -514.7831 Ha
SMILES: C=CC=S
energy above the lowest of the compared OMol25 structures with the same formula, charge and spin: 156.05 kJ/mol
frontier orbital gap: 7.921 eV
HOMO: -8.694 eV
LUMO energy: -0.77 eV

ORCA input file:
```
! wB97M-V def2-TZVPD RIJCOSX def2/J DEFGRID3
* xyz 0 1
C 0.687 0.172 -1.710
C 1.062 -0.526 -0.538
C 0.160 -0.587 0.633
S -0.953 0.445 0.795
H 1.622 0.333 -2.397
H -0.426 0.735 -1.715
H 1.899 -1.295 -0.386
H 0.702 -1.242 1.463
*
```

(8)
C4H7NO2 | ωB97M-V/def2-TZVPD

Calculated values
largest force on an atom: 0.53 eV/Å
total energy: -361.8254 Ha
SMILES: O=C1CNC[C@@H]1O
energy above the lowest of the compared OMol25 structures with the same formula, charge and spin: 145.66 kJ/mol
frontier orbital gap: 9.836 eV
HOMO: -9.003 eV
LUMO energy: 0.83 eV

ORCA input file:
```
! wB97M-V def2-TZVPD RIJCOSX def2/J DEFGRID3
* xyz 0 1
O 0.087 -2.179 1.028
C -0.037 -1.101 0.501
C -1.198 -0.636 -0.373
N -0.783 0.686 -0.799
C 0.100 1.250 0.212
C 0.977 0.046 0.512
O 1.775 -0.119 -0.653
H -1.315 -1.329 -1.215
H -2.123 -0.675 0.232
H -1.495 1.293 -1.164
H -0.413 1.612 1.122
H 0.711 2.059 -0.197
H 1.557 0.097 1.444
H 2.157 -1.004 -0.650
*
```

(9)
CH5NO2S | ωB97M-V/def2-TZVPD

Calculated values
largest force on an atom: 3.59 eV/Å
total energy: -644.4542 Ha
energy above the lowest of the compared OMol25 structures with the same formula, charge and spin: 236.58 kJ/mol
frontier orbital gap: 9.609 eV
HOMO: -9.043 eV
LUMO energy: 0.57 eV

ORCA input file:
```
! wB97M-V def2-TZVPD RIJCOSX def2/J DEFGRID3
* xyz 0 1
C 0.657 -0.913 -0.528
N -0.615 1.392 0.298
O -1.627 -0.801 1.039
O 1.372 -1.103 0.624
S -1.145 -0.208 -0.199
H 1.079 -0.196 -1.433
H 0.405 -1.835 -1.072
H -1.388 1.987 0.546
H 0.030 1.927 -0.282
H 1.231 -0.248 1.006
*
```

(10)
C3H11N3O2 | ωB97M-V/def2-TZVPD

Calculated values
largest force on an atom: 3.14 eV/Å
total energy: -435.4550 Ha
SMILES: CN(N)N(C)O.C=O
energy above the lowest of the compared OMol25 structures with the same formula, charge and spin: 617.88 kJ/mol
frontier orbital gap: 9.401 eV
HOMO: -8.709 eV
LUMO energy: 0.69 eV

ORCA input file:
```
! wB97M-V def2-TZVPD RIJCOSX def2/J DEFGRID3
* xyz 0 1
C 0.653 -0.509 -1.443
N -0.388 -0.107 -0.483
N -1.583 0.262 -1.144
N 0.092 1.089 0.413
C 1.097 0.680 1.390
O 0.588 2.231 -0.291
H 1.050 0.335 -2.017
H 0.257 -1.226 -2.172
H 1.461 -1.029 -0.920
H -1.659 0.035 -2.137
H -1.772 1.262 -1.192
H 1.624 -0.247 1.146
H 0.624 0.540 2.369
H 1.892 1.422 1.533
H 0.256 2.978 0.240
C -1.011 -1.872 1.096
O -0.077 -2.641 1.365
H -1.874 -2.199 0.487
H -1.229 -1.002 1.759
*
```